Entry 1:
14
Properties=species:S:1:pos:R:3:nbo_charge:R:1 method="wB97M-V/def2-TZVPD" e_tot_ha=-307.5351 e_homo_ev=-8.62 max_force_ev_per_a=1.6
C -1.9795 0.3890 0.6149 -0.670
C -0.5027 0.0196 0.4167 0.184
C 0.9334 -1.2508 -0.5845 -0.191
O 1.8701 -0.3997 0.0580 -0.540
C 1.3976 0.7865 -0.4841 0.211
O 0.1959 1.1599 0.1567 -0.535
H -2.6302 -0.4848 0.6723 0.221
H -2.1040 0.9268 1.5767 0.229
H -2.3458 1.0746 -0.1551 0.222
H -0.1131 -0.5817 1.2326 0.158
H 0.7293 -2.1723 -0.0669 0.174
H 1.4096 -1.5127 -1.5610 0.183
H 2.1035 1.6140 -0.3983 0.187
H 1.0358 0.4316 -1.4779 0.168



Entry 2:
14
Properties=species:S:1:pos:R:3:nbo_charge:R:1 method="wB97M-V/def2-TZVPD" e_tot_ha=-307.6465 e_homo_ev=-9.78 max_force_ev_per_a=0.6
C 1.5947 0.6567 -1.1333 -0.732
C 0.1997 1.1246 -0.8284 0.428
O -0.1221 1.5270 0.2666 -0.533
C -1.3823 -0.6794 0.2581 0.463
O -2.5130 -0.2980 0.1075 -0.525
C -0.7128 -0.9957 1.5668 -0.721
H 2.1815 1.5588 -1.3333 0.250
H 2.0268 0.1659 -0.2565 0.236
H 1.6484 0.0048 -2.0086 0.224
H -0.5339 1.1022 -1.6615 0.129
H -0.7264 -0.8733 -0.6263 0.080
H 0.3734 -0.8981 1.4842 0.220
H -0.9488 -2.0398 1.7982 0.237
H -1.0852 -0.3556 2.3665 0.244



Entry 3:
14
Properties=species:S:1:pos:R:3:nbo_charge:R:1 method="wB97M-V/def2-TZVPD" e_tot_ha=-307.6758 e_homo_ev=-10.15 max_force_ev_per_a=0.5
C -1.9622 0.3857 -0.3255 -0.604
C -0.8934 -0.6331 0.1128 -0.510
C 0.4118 0.1321 0.2296 0.578
O 0.3711 1.3331 0.4289 -0.571
C 1.8154 -0.4581 0.0934 -0.160
O 2.6992 0.5780 -0.2174 -0.713
H -1.9478 1.2479 0.3485 0.233
H -2.9691 -0.0331 -0.3219 0.211
H -1.7387 0.7888 -1.3200 0.212
H -0.7790 -1.5130 -0.5394 0.221
H -1.1602 -1.0469 1.0955 0.237
H 2.0681 -0.9247 1.0624 0.187
H 1.8778 -1.2432 -0.6696 0.190
H 2.2070 1.3865 0.0226 0.489



Entry 4:
14
Properties=species:S:1:pos:R:3:nbo_charge:R:1 method="wB97M-V/def2-TZVPD" e_tot_ha=-307.6749 e_homo_ev=-10.33 max_force_ev_per_a=0.7
C 0.4795 1.4595 -0.2359 -0.623
C 0.8610 0.0244 -0.5909 -0.409
C 0.0659 -1.0116 0.2327 -0.009
O 0.2976 -0.8616 1.6047 -0.711
C -1.3988 -0.8177 -0.0772 0.422
O -2.1697 -0.3874 0.7539 -0.538
H 0.9111 2.1701 -0.9444 0.216
H 0.8298 1.7154 0.7669 0.222
H -0.6076 1.6013 -0.2451 0.205
H 1.9240 -0.1440 -0.3871 0.222
H 0.7026 -0.1748 -1.6601 0.202
H 0.3574 -2.0263 -0.0867 0.189
H -0.5263 -0.5089 1.9809 0.488
H -1.7264 -1.0384 -1.1116 0.125



Entry 5:
14
Properties=species:S:1:pos:R:3:nbo_charge:R:1 method="wB97M-V/def2-TZVPD" e_tot_ha=-307.6435 e_homo_ev=-9.68 max_force_ev_per_a=2.1
O -0.4585 0.7166 -2.3766 -0.499
C -0.2690 1.8973 -2.4096 0.446
C 0.1524 2.7175 -1.1870 -0.737
H -0.5042 2.5604 -3.2511 0.095
H 1.2462 2.7991 -1.1376 0.238
H -0.3347 3.6879 -1.1201 0.225
H -0.0119 2.1108 -0.2897 0.232
O -1.2056 -2.4223 0.2757 -0.501
C -0.7803 -2.4543 1.3848 0.456
C 0.6522 -2.2333 1.9048 -0.727
H -1.4613 -2.7125 2.2290 0.077
H 0.6748 -1.7002 2.8504 0.227
H 1.0791 -3.2301 2.0118 0.237
H 1.2209 -1.7368 1.1152 0.230



Entry 6:
14
Properties=species:S:1:pos:R:3:nbo_charge:R:1 method="wB97M-V/def2-TZVPD" e_tot_ha=-307.6190 e_homo_ev=-10.12 max_force_ev_per_a=0.3
C -2.3238 0.3647 -0.2064 -0.245
O -1.0738 -0.1814 -0.5301 -0.534
C -0.1247 -0.0259 0.4927 -0.081
C 1.1298 -0.7110 0.0190 0.043
C 2.2996 0.0427 -0.4270 -0.108
O 2.2634 -0.5715 0.8547 -0.487
H -2.7389 -0.0865 0.7088 0.165
H -2.2624 1.4543 -0.0615 0.165
H -2.9917 0.1515 -1.0441 0.195
H -0.4730 -0.4900 1.4317 0.171
H 0.0748 1.0382 0.7088 0.167
H 0.9641 -1.7106 -0.3858 0.187
H 2.2653 1.1307 -0.4193 0.179
H 2.9914 -0.4051 -1.1415 0.184



Entry 7:
14
Properties=species:S:1:pos:R:3:nbo_charge:R:1 method="wB97M-V/def2-TZVPD" e_tot_ha=-307.5104 e_homo_ev=-8.29 max_force_ev_per_a=0.4
C 1.4342 0.8331 0.4078 -0.250
C 0.8162 -1.4436 -0.6027 -0.265
O 0.8225 -0.4199 0.7340 -0.421
C -0.4015 -0.9172 0.0544 -0.013
C -1.2884 0.0646 -0.6631 -0.109
O -2.1058 0.8317 0.1949 -0.706
H 0.9268 1.3373 -0.4140 0.192
H 2.4579 0.6180 0.1045 0.214
H 1.4211 1.4376 1.3191 0.187
H 1.0796 -2.3781 -0.0813 0.134
H -0.9579 -1.4652 0.8224 0.189
H -1.9669 -0.5376 -1.2774 0.206
H -0.7047 0.6785 -1.3618 0.179
H -1.5331 1.3609 0.7630 0.462



Entry 8:
14
Properties=species:S:1:pos:R:3:nbo_charge:R:1 method="wB97M-V/def2-TZVPD" e_tot_ha=-307.6193 e_homo_ev=-9.56 max_force_ev_per_a=0.3
C 1.4576 -0.1449 -1.1893 -0.256
O 0.8838 -0.8608 -0.1175 -0.525
C -0.4929 -0.7200 0.0188 0.060
C -0.9999 -0.5803 1.4189 -0.451
C -1.0647 0.5960 0.4879 0.050
O -0.1994 1.6510 0.7821 -0.697
H 2.2206 -0.7770 -1.6504 0.194
H 1.9519 0.7691 -0.8287 0.165
H 0.7104 0.1150 -1.9479 0.173
H -1.0807 -1.2998 -0.6972 0.180
H -0.2102 -0.4967 2.1614 0.242
H -1.9043 -1.0965 1.7324 0.219
H -2.0389 0.8949 0.0915 0.175
H 0.3551 1.8123 0.0139 0.470



Entry 9:
14
Properties=species:S:1:pos:R:3:nbo_charge:R:1 method="wB97M-V/def2-TZVPD" e_tot_ha=-307.6683 e_homo_ev=-9.89 max_force_ev_per_a=0.5
C -1.2208 -1.0362 0.2557 -0.606
C -0.2172 0.1004 0.4567 -0.356
C 1.1869 -0.3333 0.0122 -0.047
O 2.1140 0.7371 0.0424 -0.721
C -0.6082 1.3154 -0.3657 0.453
O -0.8322 1.2523 -1.5536 -0.531
H -2.1961 -0.7932 0.6882 0.217
H -0.8640 -1.9589 0.7263 0.213
H -1.3626 -1.2213 -0.8134 0.225
H -0.1693 0.3940 1.5125 0.208
H 1.5588 -1.1001 0.7004 0.182
H 1.1232 -0.7790 -0.9907 0.174
H 2.1401 1.1345 -0.8378 0.474
H -0.6525 2.2883 0.1667 0.116



Entry 10:
14
Properties=species:S:1:pos:R:3:nbo_charge:R:1 method="wB97M-V/def2-TZVPD" e_tot_ha=-307.6848 e_homo_ev=-9.93 max_force_ev_per_a=0.5
C -1.1057 -1.7666 -0.5924 -0.722
C 0.0074 -0.7750 -0.3354 0.612
O 1.1582 -1.1501 -0.2020 -0.572
C -0.3553 0.6960 -0.2851 -0.543
C 0.7969 1.5675 0.2080 -0.057
O 1.9055 1.5275 -0.6560 -0.722
H -2.0743 -1.4099 -0.2343 0.221
H -1.1866 -1.9280 -1.6724 0.244
H -0.8595 -2.7227 -0.1276 0.242
H -0.6477 1.0010 -1.2996 0.239
H -1.2451 0.8250 0.3448 0.225
H 1.0705 1.2548 1.2275 0.163
H 0.4701 2.6106 0.2602 0.182
H 2.2178 0.6110 -0.6252 0.487



Entry 11:
14
Properties=species:S:1:pos:R:3:nbo_charge:R:1 method="wB97M-V/def2-TZVPD" e_tot_ha=-307.6883 e_homo_ev=-10.20 max_force_ev_per_a=0.5
C -1.4596 0.6485 0.0097 -0.620
C -0.6396 -0.6357 0.1234 -0.003
O -1.2219 -1.6318 -0.6681 -0.714
C 0.7982 -0.3909 -0.3191 0.586
O 1.2368 -1.0032 -1.2737 -0.559
C 1.6428 0.6045 0.4411 -0.728
H -1.1137 1.4208 0.7043 0.207
H -2.5063 0.4147 0.2220 0.230
H -1.4037 1.0341 -1.0139 0.215
H -0.5904 -0.9556 1.1784 0.178
H -0.5184 -1.9205 -1.2743 0.491
H 1.7732 1.5146 -0.1541 0.248
H 2.6331 0.1703 0.5920 0.247
H 1.2134 0.8852 1.4064 0.221



Entry 12:
14
Properties=species:S:1:pos:R:3:nbo_charge:R:1 method="wB97M-V/def2-TZVPD" e_tot_ha=-307.6304 e_homo_ev=-9.80 max_force_ev_per_a=0.5
C -2.2812 0.4773 0.7269 -0.247
O -0.9171 0.5760 0.3880 -0.731
C 1.8295 0.7283 0.4873 -0.278
C 1.9460 -0.0249 -0.6058 -0.340
C 1.4521 -1.4172 -0.6016 0.396
O 1.5003 -2.1571 -1.5596 -0.525
H -2.8341 -0.1902 0.0534 0.167
H -2.7798 1.4562 0.7515 0.162
H -2.3127 0.0521 1.7321 0.182
H 1.3608 0.3332 1.3847 0.208
H 2.1519 1.7646 0.5203 0.204
H 2.3785 0.3411 -1.5339 0.218
H -0.8237 0.7729 -0.5506 0.472
H 1.0147 -1.7522 0.3632 0.111